Entry from OMol25: a cluster of 2 separate species, C7H9N2S2 in total at a distorted geometry (ωB97M-V with the def2-TZVPD basis set).

Properties
ΔE to the lowest compared entry with this formula, charge and spin: 308.44 kJ/mol
highest occupied orbital energy: -0.3985 Ha
net charge: +1

Last columns: bonded neighbours and bond lengths (Å).
CARTESIAN COORDINATES (ANGSTROEM)
1 C -2.862 -0.466 -0.353  C2 1.389, C3 1.390, H12 1.077
2 C -2.395 -1.642 -0.923  C1 1.389, C4 1.374, H13 1.077
3 C -2.156 0.061 0.723  C1 1.390, C5 1.371, H14 1.077
4 C -1.249 -2.233 -0.447  C2 1.374, N8 1.362, H15 1.080
5 C -1.014 -0.555 1.165  C3 1.371, N8 1.364, H16 1.078
6 C 3.041 -0.567 0.021  S10 1.536, S11 1.615
7 C 2.856 2.082 0.022  S11 1.842, H17 1.085, H18 1.086, H19 1.085
8 N -0.533 -1.686 0.574  C4 1.362, C5 1.364, N9 1.298
9 N 0.597 -2.151 1.013  N8 1.298, H20 1.018
10 S 4.107 -1.672 0.041  C6 1.536
11 S 1.859 0.533 -0.011  C6 1.615, C7 1.842
12 H -3.748 0.018 -0.728  C1 1.077
13 H -2.918 -2.106 -1.743  C2 1.077
14 H -2.497 0.953 1.222  C3 1.077
15 H -0.858 -3.147 -0.868  C4 1.080
16 H -0.434 -0.203 2.003  C5 1.078
17 H 3.766 1.945 -0.551  C7 1.085
18 H 3.080 2.326 1.056  C7 1.086
19 H 2.235 2.852 -0.424  C7 1.085
20 H 0.842 -3.025 0.551  N9 1.018